Record 1
Molecular formula: C4H16ClO4
Method: DFT, wB97M-V/def2-TZVPD

Values from the calculation:
Energy relative to the best compared isomer or geometry (same formula, charge and spin) ... 202.96 kcal per mole
E_HOMO ... -4.43 eV
Multiplicity ... 1
Maximum force ... 9.4 eV/A
Net charge ... -1
Gap between HOMO and LUMO ... 8.01 eV

Atoms and positions in Å:
Cl 0.743 -0.492 0.123
C -1.078 -2.712 0.849
O -0.625 -1.659 1.676
H -0.372 -3.541 0.805
H -1.968 -3.054 1.377
H -1.239 -2.449 -0.196
H 0.086 -1.187 1.236
C 2.006 1.446 -1.396
O 2.096 0.215 -2.098
H 1.391 1.355 -0.501
H 3.003 1.569 -0.972
H 1.740 2.225 -2.111
H 2.712 0.431 -2.802
C -1.299 0.356 2.668
O -0.636 1.067 1.566
H -1.631 -0.593 2.246
H -0.684 -0.089 3.451
H -2.204 0.875 2.982
H -0.321 0.432 0.919
C -0.406 0.964 -1.958
O -0.261 1.495 -0.664
H 0.389 1.428 -2.542
H -0.255 -0.112 -2.043
H -1.330 1.236 -2.468
H 0.143 0.797 -0.143

Record 2
Molecular formula: C20H27IInN6O3SSi
Method: DFT, wB97M-V/def2-TZVPD

Values from the calculation:
Energy relative to the best compared isomer or geometry (same formula, charge and spin) ... 1.09 kcal per mole
E_HOMO ... -10.47 eV
Multiplicity ... 1
Maximum force ... 0.9 eV/A
Net charge ... +1
Gap between HOMO and LUMO ... 7.70 eV

Atoms and positions in Å:
In -0.248 0.552 0.940
N 4.601 -0.535 -5.389
C 4.153 -0.240 -4.135
C 4.900 -0.606 -3.005
C 4.429 -0.349 -1.737
C 3.211 0.297 -1.585
C 2.444 0.663 -2.690
C 2.915 0.404 -3.956
S 2.507 0.507 -0.009
O 1.713 1.748 0.011
O 3.457 0.355 1.050
N 1.287 -0.581 0.115
C 1.524 -1.909 0.472
N 2.628 -2.499 0.031
C 2.777 -3.777 0.367
C 1.844 -4.466 1.122
C 0.743 -3.739 1.540
N 0.578 -2.459 1.229
H 5.538 -0.870 -5.519
H 4.135 -0.152 -6.189
H 5.851 -1.107 -3.138
H 4.992 -0.645 -0.862
H 1.487 1.149 -2.540
H 2.332 0.687 -4.824
H 3.681 -4.259 0.009
H 1.977 -5.506 1.380
H -0.032 -4.182 2.157
C -5.812 -1.555 0.528
Si -4.442 -2.330 1.542
C -5.020 -2.671 3.284
C -3.784 -3.883 0.733
C -3.029 -1.110 1.530
C -2.073 -0.365 1.446
H -6.632 -2.268 0.403
H -5.463 -1.271 -0.467
H -6.217 -0.666 1.016
H -5.879 -3.346 3.247
H -5.333 -1.761 3.798
H -4.244 -3.150 3.884
H -4.598 -4.589 0.551
H -3.048 -4.378 1.371
H -3.305 -3.661 -0.223
N -3.145 2.248 0.097
C -2.034 2.597 -0.540
O -1.095 1.797 -0.756
C -1.931 3.998 -1.087
I -2.201 5.478 0.436
H -3.229 1.305 0.472
H -3.875 2.914 0.283
H -2.697 4.187 -1.835
H -0.947 4.142 -1.515
C 2.086 4.981 1.154
C 1.611 4.453 2.524
C 0.728 3.315 2.365
N 0.028 2.416 2.237
H 2.970 5.599 1.291
H 1.308 5.585 0.690
H 2.337 4.156 0.491
H 1.084 5.225 3.083
H 2.459 4.123 3.126

Record 3
Molecular formula: C36H37Cl3N4OPRuS2Si
Method: DFT, wB97M-V/def2-TZVPD

Values from the calculation:
Energy relative to the best compared isomer or geometry (same formula, charge and spin) ... 0.00 kcal per mole
E_HOMO (alpha / beta) ... -7.37 / -7.26 eV
Multiplicity ... 2
Maximum force ... 0.8 eV/A
Gap between HOMO and LUMO (alpha / beta) ... 7.12 / 7.03 eV

Atoms and positions in Å:
Ru -0.085 0.128 -0.882
N 2.865 1.813 1.917
C 2.035 1.028 1.178
S 0.783 1.825 0.310
N 2.239 -0.265 1.229
N 1.314 -0.975 0.519
C 1.381 -2.261 0.618
C 2.378 -2.981 1.446
C 3.744 -2.840 1.209
C 4.660 -3.526 1.989
C 4.230 -4.343 3.026
C 2.873 -4.476 3.280
C 1.954 -3.802 2.489
C 0.269 -3.000 -0.006
C 0.267 -4.391 -0.114
C -0.882 -5.026 -0.550
C -1.992 -4.257 -0.872
C -1.876 -2.878 -0.809
N -0.779 -2.257 -0.391
H 2.936 2.783 1.663
H 3.701 1.366 2.257
H 4.080 -2.189 0.415
H 5.718 -3.413 1.791
H 4.951 -4.871 3.637
H 2.527 -5.102 4.091
H 0.895 -3.904 2.699
H 1.147 -4.955 0.158
H -0.913 -6.105 -0.623
H -2.926 -4.706 -1.182
H -2.704 -2.243 -1.096
C -3.851 -0.302 -1.984
C -4.382 -0.570 -0.600
C -5.621 -1.195 -0.489
C -6.194 -1.467 0.742
C -5.523 -1.108 1.899
C -4.289 -0.483 1.808
C -3.696 -0.211 0.574
P -2.076 0.684 0.450
C -1.749 1.155 2.195
C -1.901 2.475 2.611
C -1.604 2.860 3.909
C -1.149 1.918 4.815
C -0.976 0.606 4.406
C -1.252 0.204 3.103
C -0.955 -1.223 2.724
C -2.625 2.208 -0.373
C -3.752 2.933 0.020
C -4.116 4.076 -0.663
C -3.353 4.496 -1.752
C -2.256 3.761 -2.160
C -1.886 2.588 -1.492
C -0.785 1.722 -2.045
H -4.211 -1.066 -2.675
H -2.763 -0.297 -2.036
H -4.201 0.668 -2.345
H -6.146 -1.470 -1.397
H -7.161 -1.952 0.796
H -5.958 -1.300 2.871
H -3.793 -0.180 2.719
H -2.239 3.225 1.910
H -1.730 3.893 4.204
H -0.916 2.203 5.833
H -0.601 -0.130 5.108
H -1.017 -1.865 3.604
H 0.057 -1.303 2.326
H -1.635 -1.618 1.971
H -4.339 2.596 0.868
H -4.986 4.642 -0.355
H -3.627 5.396 -2.287
H -1.680 4.077 -3.021
H 0.021 2.374 -2.394
H -1.154 1.203 -2.937
Cl 3.295 -1.237 -2.122
Si 1.854 0.311 -2.273
Cl 1.549 0.318 -4.363
Cl 3.064 2.019 -2.134
C -2.202 -2.928 -4.401
S -0.823 -1.795 -4.202
C 0.451 -3.018 -3.901
O -1.061 -1.111 -2.887
H -2.017 -3.555 -5.273
H -3.093 -2.325 -4.568
H -2.312 -3.532 -3.504
H 0.629 -3.574 -4.822
H 0.138 -3.681 -3.094
H 1.354 -2.476 -3.623

Record 4
Molecular formula: C5H10O
Method: DFT, wB97M-V/def2-TZVPD

Values from the calculation:
Energy relative to the best compared isomer or geometry (same formula, charge and spin) ... 48.81 kcal per mole
E_HOMO ... -9.14 eV
Multiplicity ... 1
Maximum force ... 0.4 eV/A
SMILES ... C[C@H]1CC1=O.C
Gap between HOMO and LUMO ... 9.92 eV

Atoms and positions in Å:
C 1.725 0.027 0.882
C 1.364 -0.068 -0.587
C 0.264 -1.077 -1.072
C 0.121 0.380 -1.224
O -0.438 1.271 -1.796
H 2.482 -0.726 1.127
H 2.144 1.011 1.118
H 0.861 -0.139 1.534
H 2.203 0.064 -1.267
H 0.409 -1.622 -2.001
H -0.256 -1.637 -0.295
C -2.173 0.502 0.712
H -3.222 0.706 0.919
H -1.535 0.969 1.466
H -2.022 -0.580 0.746
H -1.929 0.921 -0.262

Record 5
Molecular formula: C4H9N3O2
Method: DFT, wB97M-V/def2-TZVPD

Values from the calculation:
Energy relative to the best compared isomer or geometry (same formula, charge and spin) ... 190.64 kcal per mole
E_HOMO ... -8.17 eV
Multiplicity ... 1
Maximum force ... 5.8 eV/A
Gap between HOMO and LUMO ... 8.91 eV

Atoms and positions in Å:
C 0.157 -1.056 0.401
C -0.502 -2.040 -0.637
C -1.689 1.336 0.112
C -0.194 1.530 0.153
N 2.819 0.658 -0.302
N 0.461 0.240 -0.175
N 1.745 -0.092 0.190
O 3.970 0.350 -0.206
O 1.480 -1.384 0.745
H -0.410 -0.941 1.264
H -1.287 -1.404 -1.024
H -0.729 -2.992 -0.064
H 0.084 -2.447 -1.354
H -2.158 0.785 0.989
H -2.175 2.410 0.150
H -1.894 0.816 -0.827
H 0.056 2.207 -0.546
H 0.267 2.026 1.131

Record 6
Molecular formula: C2H4O4
Method: DFT, wB97M-V/def2-TZVPD

Values from the calculation:
Energy relative to the best compared isomer or geometry (same formula, charge and spin) ... 131.12 kcal per mole
E_HOMO (alpha / beta) ... -10.20 / -10.20 eV
Multiplicity ... 1
Maximum force ... 6.1 eV/A
Gap between HOMO and LUMO (alpha / beta) ... 8.43 / 8.42 eV

Atoms and positions in Å:
C 1.797 -0.136 -0.195
C -0.716 0.280 0.621
O -1.283 -0.510 -0.182
O 0.703 -0.646 0.507
O -2.866 0.096 -0.030
O -0.734 1.288 1.199
H -3.251 -0.325 -0.815
H 2.678 -0.671 0.181
H 1.712 -0.308 -1.273
H 1.960 0.933 -0.015

Record 7
Molecular formula: C5H12N2O
Method: DFT, wB97M-V/def2-TZVPD

Values from the calculation:
Energy relative to the best compared isomer or geometry (same formula, charge and spin) ... 73.19 kcal per mole
E_HOMO ... -9.65 eV
Multiplicity ... 1
Maximum force ... 1.4 eV/A
SMILES ... CC(C)(CO)N1CN1
Gap between HOMO and LUMO ... 10.60 eV

Atoms and positions in Å:
C -0.130 -1.062 -1.268
C -0.057 -0.357 0.108
C -1.056 -1.062 1.053
C 1.381 -0.540 0.673
O 1.533 0.055 1.963
N -0.391 1.095 0.190
C 0.182 1.949 -0.839
N -1.204 1.498 -0.902
H -1.137 -1.016 -1.698
H 0.125 -2.124 -1.170
H 0.572 -0.633 -1.990
H -1.037 -0.636 2.063
H -0.822 -2.129 1.146
H -2.083 -0.980 0.679
H 1.633 -1.601 0.770
H 2.124 -0.083 0.010
H 0.996 0.871 1.940
H 0.343 2.986 -0.573
H 0.870 1.534 -1.562
H -1.842 2.236 -0.596

Record 8
Molecular formula: C43H37Br2ClN6O6RhSi
Method: DFT, wB97M-V/def2-TZVPD

Values from the calculation:
Energy relative to the best compared isomer or geometry (same formula, charge and spin) ... 7.57 kcal per mole
E_HOMO (alpha / beta) ... -8.62 / -11.66 eV
Multiplicity ... 5
Maximum force ... 2.2 eV/A
Net charge ... +1
Gap between HOMO and LUMO (alpha / beta) ... 5.56 / 5.19 eV

Atoms and positions in Å:
Rh -0.142 -0.651 -1.106
O 2.409 -4.200 2.956
C 1.121 -4.106 3.177
O 0.577 -4.602 4.128
C 0.320 -3.318 2.184
C -1.061 -3.146 2.243
Cl -2.138 -3.769 3.377
N -1.433 -2.358 1.206
N -0.355 -2.027 0.483
C 0.707 -2.595 1.043
C 2.008 -2.429 0.298
O 3.040 -2.921 0.746
O 1.894 -1.787 -0.779
C -2.717 -1.884 0.870
C -2.860 -0.556 0.473
C -4.116 -0.066 0.161
C -5.223 -0.896 0.228
C -5.070 -2.223 0.595
C -3.823 -2.725 0.918
H 2.742 -3.750 2.124
H -1.997 0.108 0.452
H -4.230 0.972 -0.116
H -6.205 -0.511 0.000
H -5.930 -2.874 0.635
H -3.715 -3.757 1.205
Br -5.397 -3.292 -4.079
C -3.804 -2.572 -3.354
C -2.853 -3.452 -2.790
C -1.732 -2.905 -2.222
N -1.493 -1.595 -2.200
C -2.380 -0.715 -2.807
C -3.572 -1.223 -3.371
C -1.953 0.636 -2.826
C -2.659 1.733 -3.369
C -2.086 2.977 -3.359
Br -3.064 4.487 -3.954
C -0.772 3.154 -2.866
C -0.145 2.062 -2.320
N -0.713 0.862 -2.249
H -3.000 -4.515 -2.819
H -0.971 -3.539 -1.783
H -4.293 -0.551 -3.804
H -3.649 1.595 -3.769
H -0.291 4.115 -2.889
H 0.845 2.144 -1.891
N 5.450 -0.999 -3.181
C 4.820 -0.704 -4.337
O 5.387 -0.317 -5.332
C 3.322 -0.856 -4.327
C 2.702 -1.185 -5.528
C 1.323 -1.267 -5.571
C 0.612 -1.038 -4.405
N 1.206 -0.736 -3.260
C 2.523 -0.625 -3.210
H 6.457 -0.974 -3.201
H 4.998 -1.466 -2.415
H 3.312 -1.356 -6.402
H 0.804 -1.503 -6.484
H -0.467 -1.085 -4.414
H 2.953 -0.347 -2.259
C 2.909 2.859 0.281
C 2.869 2.119 1.597
C 3.773 0.913 1.589
C 3.087 3.037 2.770
Si 0.966 1.354 1.713
O 0.788 0.644 0.341
C 0.722 0.328 3.299
C -0.574 -0.159 3.470
C -0.929 -0.884 4.592
C 0.013 -1.153 5.570
C 1.302 -0.672 5.424
C 1.647 0.065 4.303
C -0.157 2.888 1.886
C -1.063 3.181 0.873
C -1.972 4.215 1.007
C -1.964 4.989 2.156
C -1.066 4.709 3.172
C -0.176 3.657 3.044
H 3.900 3.306 0.160
H 2.174 3.661 0.244
H 2.743 2.178 -0.550
H 4.794 1.241 1.383
H 3.487 0.207 0.814
H 3.783 0.395 2.543
H 4.148 3.295 2.821
H 2.824 2.574 3.718
H 2.522 3.959 2.657
H -1.322 0.053 2.720
H -1.945 -1.233 4.701
H -0.256 -1.723 6.444
H 2.044 -0.866 6.184
H 2.659 0.438 4.236
H -1.061 2.582 -0.025
H -2.682 4.415 0.216
H -2.659 5.807 2.260
H -1.052 5.312 4.069
H 0.496 3.433 3.861

Record 9
Molecular formula: C7H10N3S
Method: DFT, wB97M-V/def2-TZVPD

Values from the calculation:
Energy relative to the best compared isomer or geometry (same formula, charge and spin) ... 99.76 kcal per mole
E_HOMO (alpha / beta) ... -11.68 / -11.68 eV
Multiplicity ... 1
Maximum force ... 3.7 eV/A
Net charge ... +1
Gap between HOMO and LUMO (alpha / beta) ... 5.98 / 5.98 eV

Atoms and positions in Å:
C -1.597 0.056 1.579
C -1.201 1.430 1.561
C -0.001 1.656 -0.497
C -1.848 -1.125 1.048
C 1.254 -2.615 0.770
C 0.983 -1.677 -0.117
C 0.007 2.586 -1.624
N 0.316 0.448 -0.706
N -0.496 2.165 0.702
N 0.604 -0.429 0.264
S -1.608 1.042 3.183
H -1.764 -1.312 -0.117
H -2.305 -1.878 1.603
H 1.624 -3.588 0.482
H 1.289 -2.423 1.847
H 1.223 -1.671 -1.185
H -0.960 3.140 -1.644
H 0.086 2.106 -2.585
H 0.771 3.340 -1.457
H -0.396 3.104 0.870
H 0.573 -0.331 1.281

Record 10
Molecular formula: C37H32Cl2FeN8OS2Te
Method: DFT, wB97M-V/def2-TZVPD

Values from the calculation:
E_HOMO (alpha / beta) ... -2.24 / -3.02 eV
Multiplicity ... 6
Maximum force ... 1.6 eV/A
Net charge ... -1
Gap between HOMO and LUMO (alpha / beta) ... 4.39 / 5.16 eV

Atoms and positions in Å:
Fe -0.544 1.182 -0.588
N 0.911 0.511 3.098
C -0.411 0.837 3.033
N -1.091 0.950 1.930
C -2.433 1.165 2.206
C -2.763 1.247 3.506
S -1.357 1.030 4.475
C -3.358 1.253 1.057
C -4.689 1.413 1.121
S -5.341 1.456 -0.473
C -3.743 1.264 -1.133
N -2.811 1.178 -0.212
N -3.532 1.142 -2.456
H 1.393 0.609 2.210
H 1.428 0.890 3.874
H -3.730 1.434 3.948
H -5.322 1.503 1.991
H -4.217 1.531 -3.081
H -2.534 1.176 -2.768
C 1.157 -2.471 -2.810
C 0.444 -3.642 -2.191
C -0.339 -4.487 -2.973
C -1.026 -5.566 -2.435
C -0.933 -5.823 -1.075
C -0.173 -4.986 -0.272
C 0.504 -3.905 -0.818
N 1.305 -3.081 0.030
C 1.175 -1.650 0.000
N 2.450 -1.090 0.100
C 3.046 0.059 -0.527
C 2.607 1.361 -0.400
C 3.212 2.398 -1.085
C 4.339 2.158 -1.840
C 4.858 0.872 -1.900
C 4.221 -0.180 -1.258
C 4.819 -1.565 -1.340
N 0.093 -1.011 -0.118
C -1.164 -1.731 -0.073
C -1.944 -1.763 -1.227
C -3.196 -2.354 -1.218
C -3.695 -2.911 -0.044
C -2.916 -2.876 1.098
C -1.642 -2.299 1.109
C -0.861 -2.333 2.399
H 1.235 -2.604 -3.890
H 2.164 -2.365 -2.401
H 0.624 -1.521 -2.650
H -0.404 -4.283 -4.036
H -1.634 -6.197 -3.073
H -1.468 -6.654 -0.631
H -0.121 -5.158 0.799
H 1.381 -3.440 0.971
H 3.090 -1.861 0.081
H 2.783 3.389 -1.006
H 4.809 2.970 -2.380
H 5.762 0.671 -2.463
H 5.739 -1.535 -1.922
H 4.149 -2.281 -1.819
H 5.078 -1.962 -0.352
H -1.549 -1.293 -2.123
H -3.784 -2.359 -2.128
H -4.681 -3.359 -0.018
H -3.294 -3.306 2.022
H -1.467 -1.951 3.226
H 0.048 -1.739 2.367
H -0.589 -3.364 2.658
Cl 3.809 2.138 2.411
C 2.508 3.234 1.986
C 2.486 4.475 2.582
C 1.478 5.369 2.243
Cl 1.506 6.954 2.987
C 0.451 5.058 1.320
C -0.552 5.935 0.889
C -1.488 5.488 -0.065
C -1.435 4.192 -0.513
N -0.512 3.305 -0.090
C 0.454 3.731 0.757
C 1.519 2.870 1.064
O 1.536 1.617 0.430
H 3.245 4.747 3.302
H -0.571 6.950 1.262
H -2.249 6.156 -0.449
H -2.142 3.809 -1.241
Te -0.112 1.278 -2.974

Record 11
Molecular formula: C6H17NO2Si2
Method: DFT, wB97M-V/def2-TZVPD

Values from the calculation:
Energy relative to the best compared isomer or geometry (same formula, charge and spin) ... 42.54 kcal per mole
E_HOMO ... -9.62 eV
Multiplicity ... 1
Maximum force ... 3.4 eV/A
Gap between HOMO and LUMO ... 9.86 eV

Atoms and positions in Å:
C -0.021 1.264 0.018
C 0.942 2.189 0.790
C 4.688 0.321 0.411
C -1.389 -1.239 -1.656
C -3.332 0.555 0.356
C -2.145 -2.374 0.889
N -0.299 1.427 -1.199
O 1.663 -0.999 -1.213
O -0.549 0.212 0.665
Si 1.149 -1.935 -0.167
Si -1.839 -0.654 0.063
H 1.436 1.531 1.493
H 0.470 3.079 1.287
H 1.875 2.604 0.125
H 4.868 -0.524 1.001
H 3.951 0.910 0.973
H 4.201 0.153 -0.534
H -0.672 -0.529 -2.019
H -1.120 -2.219 -1.809
H -2.259 -1.166 -2.359
H -4.350 0.105 0.396
H -3.301 1.052 1.259
H -3.456 1.396 -0.404
H -1.740 -3.024 0.085
H -1.384 -2.505 1.693
H -3.192 -2.659 1.213
H 0.252 2.105 -1.793
H 5.552 0.926 0.437

Record 12
Molecular formula: C2H5N3OS
Method: DFT, wB97M-V/def2-TZVPD

Values from the calculation:
Energy relative to the best compared isomer or geometry (same formula, charge and spin) ... 49.49 kcal per mole
E_HOMO ... -9.60 eV
Multiplicity ... 1
Maximum force ... 1.8 eV/A
SMILES ... [H]/N=C(/NN)SC=O
Gap between HOMO and LUMO ... 9.91 eV

Atoms and positions in Å:
H -0.564 2.365 -0.879
N -0.984 1.438 -0.936
C -0.122 0.607 -0.453
N -0.350 -0.744 -0.427
N -1.679 -1.204 -0.806
S 1.404 1.134 0.277
C 1.947 -0.088 1.477
O 1.420 -1.136 1.722
H 0.124 -1.241 0.293
H -2.326 -0.455 -0.464
H -1.681 -1.040 -1.797
H 2.810 0.364 1.992